No. 1
The following is a quantum chemistry calculation of the molecule C6H10NOPS, from the Open Molecules 2025 dataset.

Last column: Mulliken charge in e.
CARTESIAN COORDINATES (ANGSTROEM)
C1 -2.032 1.715 -0.770  -0.78
C2 -1.897 0.535 -0.253  0.27
C3 -0.761 -1.674 -0.201  -0.53
C4 0.347 -1.079 -1.057  -0.75
C5 -1.763 -0.652 0.252  -0.41
C6 0.897 1.782 1.361  -0.35
N1 0.728 0.553 1.174  -0.30
O1 2.138 -1.522 0.861  -0.53
P1 1.623 -0.273 -0.012  0.60
S1 3.066 0.731 -0.859  -0.44
H1 -2.701 1.901 -1.595  0.26
H2 -1.284 -2.451 -0.770  0.39
H3 -0.315 -2.149 0.676  0.31
H4 0.879 -1.854 -1.617  0.36
H5 -0.039 -0.346 -1.766  0.39
H6 -2.409 -0.966 1.064  0.34
H7 1.601 2.387 0.780  0.27
H8 -1.486 2.567 -0.392  0.25
H9 0.317 2.273 2.135  0.31
H10 3.091 -1.480 0.991  0.34

Summary:
* lowest unoccupied orbital energy: 0.6605 eV
* structure (SMILES): C=C=CCC[P@@](O)(=S)N=C
* E_tot: -30045.4719 eV

No. 2
The following is a quantum chemistry calculation of the ion C6H10NS with charge +1, from the Open Molecules 2025 dataset.

Last column: Mulliken charge in e.
CARTESIAN COORDINATES (ANGSTROEM)
C1 2.140 1.405 0.175  -0.61
C2 0.709 0.935 0.209  0.48
C3 3.128 0.557 0.241  -0.27
C4 -1.013 -1.521 -1.075  -1.48
C5 -2.173 0.328 0.394  -0.97
C6 -1.040 -0.782 0.305  0.26
N1 0.263 -0.189 0.451  -0.16
S1 3.120 -1.157 0.480  0.09
H1 2.160 2.472 0.148  0.41
H2 -0.003 1.721 0.175  0.34
H3 4.153 0.982 0.206  0.34
H4 -0.184 -2.123 -1.095  0.46
H5 -0.913 -0.896 -1.906  0.39
H6 -1.914 -2.033 -1.061  0.44
H7 -1.593 1.218 0.529  0.23
H8 -2.854 0.095 1.207  0.31
H9 -2.812 0.445 -0.481  0.34
H10 -1.173 -1.457 1.098  0.38

Summary:
* lowest unoccupied orbital energy (spin up / spin down): -7.6827 / -7.3690 eV
* total charge: +1
* E_tot: -18698.1331 eV

No. 3
The following is a quantum chemistry calculation of the ion C6H10NS with charge +1, from the Open Molecules 2025 dataset.

Last column: Mulliken charge in e.
CARTESIAN COORDINATES (ANGSTROEM)
C1 -2.369 -1.301 -0.856  -0.70
C2 -2.368 -0.822 0.376  -0.51
C3 1.077 0.676 -0.169  -0.09
C4 -1.292 1.462 0.653  -0.53
C5 -1.252 -0.005 0.908  0.02
C6 3.614 -0.252 -0.347  -0.67
N1 -0.376 0.625 0.033  0.00
S1 1.920 -0.885 0.053  0.12
H1 -3.177 -2.035 -1.090  0.26
H2 -1.720 -1.462 -1.702  0.29
H3 -3.252 -0.850 0.971  0.36
H4 1.492 1.607 -0.405  0.41
H5 -2.066 1.918 0.033  0.24
H6 -0.984 2.194 1.288  0.37
H7 -0.899 -0.344 1.821  0.51
H8 3.308 0.681 -0.665  0.21
H9 4.035 -0.816 -1.274  0.33
H10 4.310 -0.391 0.371  0.36

Summary:
* lowest unoccupied orbital energy: -5.5222 eV
* total charge: +1
* E_tot: -18698.4702 eV

No. 4
The following is a quantum chemistry calculation of a structure of composition C6H10NS, from the Open Molecules 2025 dataset.

Last column: Mulliken charge in e.
CARTESIAN COORDINATES (ANGSTROEM)
C1 2.060 0.494 0.325  -0.42
C2 2.746 -0.178 1.232  0.04
C3 -1.534 -1.099 -1.792  -0.71
C4 -0.825 -0.435 -0.926  0.24
C5 2.939 0.206 -0.853  0.16
C6 -1.338 0.510 0.057  -0.63
N1 -1.371 -0.172 1.373  -0.47
S1 4.004 -0.885 -0.151  0.12
H1 1.188 1.130 0.567  0.28
H2 2.959 -0.407 2.336  0.40
H3 -2.675 -0.972 -1.771  0.19
H4 -1.261 -1.729 -2.589  0.32
H5 2.951 0.441 -1.929  0.37
H6 -0.721 1.433 0.181  0.28
H7 -2.327 0.888 -0.167  0.37
H8 -2.045 -0.942 1.372  0.22
H9 0.257 -0.606 -0.801  0.04
H10 -1.345 0.442 2.146  0.20

Summary:
* lowest unoccupied orbital energy (spin up / spin down): -7.2548 / -7.2563 eV
* total charge: +1
* E_tot: -18697.1056 eV

No. 5
The following is a quantum chemistry calculation of the ion C6H10O with charge -1, from the Open Molecules 2025 dataset.

Last column: Mulliken charge in e.
CARTESIAN COORDINATES (ANGSTROEM)
C1 -0.421 2.119 1.478  -1.12
C2 -0.101 0.717 1.214  0.56
C3 -0.010 -0.215 2.189  -1.13
C4 0.231 -1.108 -2.251  -0.56
O1 0.216 -2.572 -2.401  -0.50
C5 -0.141 -0.780 -0.829  -0.20
C6 0.033 0.427 -0.258  -0.61
H1 -0.406 2.748 0.530  0.31
H2 -1.431 2.245 1.962  0.19
H3 0.351 2.614 2.143  0.25
H4 -0.109 0.052 3.215  0.35
H5 0.155 -1.323 1.910  0.26
H6 -0.512 -0.745 -2.979  0.18
H7 1.214 -0.796 -2.683  0.19
H8 1.096 -2.949 -2.080  0.28
H9 -0.805 -1.543 -0.400  0.25
H10 0.640 1.110 -0.759  0.29

Summary:
* 2S+1: 2
* lowest unoccupied orbital energy (spin up / spin down): 4.1822 / 3.9505 eV
* total charge: -1
* E_tot: -8428.7608 eV

No. 6
The following is a quantum chemistry calculation of the ion C6H10O with charge -1, from the Open Molecules 2025 dataset.

Last column: Mulliken charge in e.
CARTESIAN COORDINATES (ANGSTROEM)
C1 -1.708 0.166 -1.872  -1.18
C2 -0.330 0.069 -1.231  0.81
C3 0.789 0.396 -1.976  -1.08
C4 0.739 -0.587 2.411  -0.49
O1 1.228 0.569 3.134  -0.59
C5 0.786 -0.461 0.944  -0.74
C6 -0.345 -0.279 0.149  -0.18
H1 -1.769 1.035 -2.541  0.33
H2 -1.900 -0.728 -2.479  0.20
H3 -2.456 0.300 -1.097  0.30
H4 0.618 0.872 -2.935  0.27
H5 1.772 0.027 -1.714  0.24
H6 -0.303 -0.754 2.703  0.22
H7 1.323 -1.434 2.784  0.22
H8 1.070 1.312 2.537  0.36
H9 1.767 -0.335 0.493  0.25
H10 -1.280 -0.169 0.691  0.06

Summary:
* 2S+1: 2
* lowest unoccupied orbital energy (spin up / spin down): 4.2986 / 4.1584 eV
* total charge: -1
* E_tot: -8429.7651 eV

No. 7
The following is a quantum chemistry calculation of the molecule C6H10O, from the Open Molecules 2025 dataset.

Last column: Mulliken charge in e.
CARTESIAN COORDINATES (ANGSTROEM)
C1 1.413 -0.986 1.231  -0.62
C2 1.428 -1.143 -0.262  -0.59
C3 1.153 0.200 0.346  -0.27
C4 -0.234 0.785 0.303  0.03
C5 -0.936 1.006 -1.050  -0.61
C6 -2.099 0.265 -0.381  -0.38
O1 -1.255 -0.150 0.704  -0.47
H1 0.553 -1.393 1.753  0.21
H2 2.351 -1.037 1.776  0.27
H3 2.381 -1.291 -0.761  0.29
H4 0.593 -1.675 -0.711  0.22
H5 1.945 0.943 0.273  0.45
H6 -0.276 1.681 0.943  0.41
H7 -1.105 2.035 -1.376  0.31
H8 -0.471 0.428 -1.854  0.23
H9 -2.905 0.923 -0.029  0.26
H10 -2.537 -0.590 -0.906  0.26

Summary:
* lowest unoccupied orbital energy: 1.2042 eV
* structure (SMILES): C1C[C@H](C2CC2)O1
* E_tot: -8429.7582 eV

No. 8
The following is a quantum chemistry calculation of a cluster of 2 separate species, C6H10O in total, from the Open Molecules 2025 dataset.

Last column: Mulliken charge in e.
CARTESIAN COORDINATES (ANGSTROEM)
C1 -2.536 0.227 -0.266  -0.96
C2 -1.303 1.072 -0.087  0.22
C3 0.411 -1.596 0.552  -0.99
C4 1.268 -1.217 -0.400  0.17
C5 2.060 0.027 -0.434  0.03
C6 2.056 0.993 0.484  -0.75
O1 -0.772 1.691 -0.976  -0.49
H1 -2.490 -0.678 0.348  0.27
H2 -2.659 -0.031 -1.320  0.29
H3 -3.406 0.809 0.061  0.32
H4 -0.909 1.125 0.952  0.35
H5 -0.134 -2.533 0.476  0.25
H6 0.229 -0.999 1.444  0.30
H7 1.403 -1.876 -1.256  0.29
H8 2.682 0.158 -1.318  0.27
H9 1.453 0.937 1.388  0.20
H10 2.647 1.894 0.354  0.22

Summary:
* lowest unoccupied orbital energy: 0.7056 eV
* structure (SMILES): C=CC=C.CC=O
* E_tot: -8429.7020 eV

No. 9
The following is a quantum chemistry calculation of a structure of composition C6H10O, from the Open Molecules 2025 dataset.

Last column: Mulliken charge in e.
CARTESIAN COORDINATES (ANGSTROEM)
C1 1.797 -0.604 -0.155  -1.43
C2 0.761 0.323 0.458  0.10
C3 0.013 1.335 -0.458  -0.99
C4 -1.335 0.882 0.160  0.15
O1 -2.073 -0.021 -0.671  -0.48
C5 -1.243 -1.118 -0.240  -0.48
C6 -0.603 -0.265 0.881  -0.15
H1 2.096 -1.385 0.555  0.33
H2 2.691 -0.048 -0.452  0.38
H3 1.411 -1.101 -1.052  0.33
H4 1.203 0.854 1.309  0.40
H5 0.293 2.384 -0.326  0.32
H6 0.047 1.091 -1.526  0.28
H7 -1.963 1.645 0.632  0.40
H8 -0.517 -1.420 -1.008  0.13
H9 -1.803 -2.033 -0.037  0.30
H10 -0.774 -0.519 1.931  0.41

Summary:
* lowest unoccupied orbital energy: 1.0931 eV
* E_tot: -8429.6722 eV

No. 10
The following is a quantum chemistry calculation of the molecule C6H10O, from the Open Molecules 2025 dataset.

Last column: Mulliken charge in e.
CARTESIAN COORDINATES (ANGSTROEM)
C1 -1.441 -0.239 0.100  -0.57
C2 -0.636 -1.533 -0.175  -0.46
O1 0.635 -1.280 -0.730  -0.41
C3 1.547 -0.685 0.169  -0.51
C4 1.497 0.821 0.281  -0.33
C5 0.456 1.584 -0.028  -0.32
C6 -0.901 1.096 -0.469  -0.58
H1 -1.538 -0.142 1.183  0.27
H2 -2.465 -0.351 -0.280  0.34
H3 -0.512 -2.104 0.770  0.31
H4 -1.156 -2.173 -0.903  0.31
H5 1.431 -1.155 1.160  0.31
H6 2.542 -0.947 -0.199  0.34
H7 2.417 1.313 0.602  0.35
H8 0.592 2.669 -0.008  0.33
H9 -0.912 1.086 -1.567  0.28
H10 -1.608 1.876 -0.163  0.34

Summary:
* lowest unoccupied orbital energy: 1.0671 eV
* structure (SMILES): C1=CCOCCC1
* E_tot: -8430.4704 eV

No. 11
The following is a quantum chemistry calculation of the molecule C6H10O, from the Open Molecules 2025 dataset.

Last column: Mulliken charge in e.
CARTESIAN COORDINATES (ANGSTROEM)
C1 1.953 0.549 -0.216  -1.32
C2 0.876 -0.527 -0.220  0.10
C3 0.029 -0.731 1.080  -0.84
C4 -1.250 -0.337 0.316  0.52
O1 -2.416 -1.056 0.530  -0.56
C5 -1.081 1.024 -0.245  -0.88
C6 -0.413 -0.192 -0.907  -0.36
H1 2.786 0.248 0.426  0.37
H2 1.574 1.507 0.162  0.26
H3 2.343 0.728 -1.225  0.34
H4 1.277 -1.465 -0.609  0.39
H5 0.313 -0.146 1.963  0.30
H6 -0.020 -1.791 1.340  0.30
H7 -3.160 -0.477 0.334  0.33
H8 -1.502 1.375 -1.168  0.36
H9 -0.534 1.769 0.331  0.25
H10 -0.775 -0.479 -1.892  0.45

Summary:
* lowest unoccupied orbital energy: 1.0143 eV
* structure (SMILES): C[C@H]1C[C@@]2(O)C[C@@H]12
* E_tot: -8429.2911 eV

No. 12
The following is a quantum chemistry calculation of a structure of composition C6H10O, from the Open Molecules 2025 dataset.

Last column: Mulliken charge in e.
CARTESIAN COORDINATES (ANGSTROEM)
C1 2.091 0.697 0.275  -1.22
C2 0.712 0.256 0.632  -0.13
C3 -0.334 -1.893 0.097  -0.49
C4 -1.063 -0.937 -0.738  0.16
C5 -1.627 0.348 -0.154  -0.73
C6 -0.400 1.200 0.255  -0.54
O1 0.380 -0.901 -0.698  -0.23
H1 2.206 1.274 -0.660  0.30
H2 2.792 -0.147 0.259  0.32
H3 2.397 1.335 1.115  0.37
H4 -0.295 -1.724 1.172  0.29
H5 -0.098 -2.884 -0.262  0.27
H6 -1.454 -1.304 -1.683  0.38
H7 -2.283 0.120 0.692  0.29
H8 -2.231 0.864 -0.908  0.33
H9 -0.165 1.919 -0.554  0.29
H10 -0.630 1.777 1.159  0.33

Summary:
* lowest unoccupied orbital energy: 1.0353 eV
* E_tot: -8426.7761 eV